ORCA calculation (ωB97M-V with the def2-TZVPD basis set) on a structure of composition C22H35BeNO2P2S2 at a distorted geometry.

The LUMO energy is -0.628 eV. The gap between HOMO and LUMO is 4.85 eV. The total charge is 0. The value obtained for the energy relative to the best compared isomer or geometry (same formula, charge and spin) is 68.68 kcal/mol. For the total energy, the calculation gives -2558.21177 Eh.

Geometry as XYZ:
```
65
Properties=species:S:1:pos:R:3:nbo_charge:R:1
P 2.63593 3.21647 1.15162 0.81
P -0.25741 2.00172 0.50922 0.67
C 1.39871 4.17722 0.13160 -0.77
C -0.02367 3.83362 0.52362 -0.70
H 1.62053 3.94675 -0.92280 0.22
H 1.59924 5.23665 0.27391 0.19
H -0.31193 4.19619 1.52111 0.22
H -0.72238 4.24878 -0.19038 0.22
C -0.78281 1.93302 -1.26909 -0.91
H -1.17394 0.94728 -1.54090 0.24
H 0.08343 2.14630 -1.91393 0.25
H -1.58017 2.67553 -1.40746 0.22
C -1.99271 2.24394 1.18476 -0.91
H -2.41866 3.17085 0.76669 0.21
H -1.93031 2.36236 2.27482 0.23
H -2.69696 1.43800 0.94676 0.24
C 3.92173 4.53880 0.98982 -0.92
H 4.90783 4.18554 1.32264 0.23
H 3.60997 5.37164 1.64352 0.22
H 3.95040 4.93823 -0.03505 0.24
C 2.22524 3.62963 2.88461 -0.95
H 1.26017 3.22935 3.19151 0.24
H 2.21066 4.71852 2.96415 0.22
H 3.02166 3.22600 3.51970 0.25
Be 1.91527 1.27857 0.72418 1.52
C -5.09656 -3.58978 -1.32495 -0.19
C -4.98508 -2.66017 -2.28793 -0.19
C -3.97734 -1.51461 -2.32515 -0.45
C -2.55876 -1.70870 -1.77940 -0.46
C -2.33934 -1.18727 -0.38544 -0.20
C -3.17540 -1.33286 0.65613 -0.18
C -4.40316 -2.17282 0.67344 -0.45
C -4.30867 -3.54954 -0.04828 -0.45
C 3.79317 1.39592 1.45404 -1.35
H -5.82151 -4.40399 -1.38953 0.21
H -5.61975 -2.66784 -3.19039 0.20
H -4.41227 -0.63135 -1.81306 0.22
H -3.86233 -1.21172 -3.39622 0.22
H -2.18358 -2.72930 -1.93807 0.22
H -1.90461 -1.10145 -2.42367 0.22
H -1.33791 -0.76681 -0.18246 0.21
H -3.01123 -0.73389 1.57304 0.20
H -5.26368 -1.58826 0.29218 0.22
H -4.61497 -2.36351 1.74419 0.22
H -3.25960 -3.84583 -0.19542 0.23
H -4.72716 -4.29957 0.64639 0.21
H 4.27911 0.66431 0.76331 0.25
H 3.69712 0.94770 2.45886 0.23
H 4.55906 2.18974 1.53831 0.23
O 0.45384 -2.03467 1.89180 -0.90
S 1.82187 -1.81306 1.48116 2.27
O 2.86727 -1.71298 2.47224 -0.89
N 1.89548 -0.39824 0.47160 -1.03
C 2.25336 -0.64300 -0.81026 0.12
S 2.32187 0.75600 -1.75085 -0.23
C 2.53068 -2.05279 -1.06265 -0.14
C 3.02553 -2.74603 -2.18930 -0.15
C 3.15656 -4.13757 -2.15797 -0.20
C 2.88978 -4.85467 -0.97654 -0.18
C 2.49686 -4.15494 0.16717 -0.21
C 2.27191 -2.79558 0.09426 -0.23
H 3.32300 -2.16389 -3.06449 0.24
H 3.46170 -4.67065 -3.04515 0.22
H 2.96913 -5.92975 -0.98241 0.23
H 2.32582 -4.67751 1.09685 0.23
```

=====

ORCA calculation (ωB97M-V with the def2-TZVPD basis set) on a structure of composition C34H57EuN3O2Si at a distorted geometry.

The LUMO energy (spin up / spin down) is -5.117 / -2.862 eV. The gap between HOMO and LUMO (spin up / spin down) is 5.55 / 7.84 eV. The total charge is +1. As for the multiplicity: 7. For the total energy, the calculation gives -2644.08340 Eh.

Geometry as XYZ:
```
98
Properties=species:S:1:pos:R:3:lowdin_spin:R:1
O 2.05201 1.54537 -0.00925 -0.01
O 2.69022 -1.53692 -2.97863 0.00
C 2.08037 2.28656 -1.30128 0.00
C 2.49662 3.72044 -1.07099 0.00
H 1.05695 2.20641 -1.69093 0.00
H 2.75590 1.76880 -1.99686 0.00
H 1.81985 4.19969 -0.35878 0.00
H 2.46296 4.28661 -2.00943 0.00
H 3.53056 3.77564 -0.70562 0.00
C 3.28492 0.93066 0.46571 0.00
C 4.39948 0.83785 -0.55434 0.00
H 2.98903 -0.06594 0.82484 0.00
H 3.58474 1.51501 1.33732 0.00
H 4.07312 0.29742 -1.44931 0.00
H 5.22229 0.28318 -0.10155 0.00
H 4.79042 1.82329 -0.81748 0.00
C 3.05060 -2.68465 -2.16319 0.00
C 2.56059 -1.77321 -4.40040 0.00
C 4.53992 -2.75585 -1.96321 0.00
H 2.66531 -3.59836 -2.63918 0.00
H 2.52108 -2.51411 -1.21160 0.00
H 5.06512 -2.89105 -2.89925 0.00
H 4.82359 -3.58951 -1.33511 0.00
H 4.89645 -1.84997 -1.48597 0.00
C 3.78994 -2.31086 -5.08691 0.00
H 2.28566 -0.79714 -4.81277 0.00
H 1.72650 -2.47105 -4.50941 0.00
H 4.69632 -1.75890 -4.84443 0.00
H 3.65378 -2.22896 -6.16163 0.00
H 3.95485 -3.36933 -4.89540 0.00
H 0.01873 -1.77446 -3.12361 0.00
N -1.90013 1.87394 1.19279 -0.03
C -3.10859 1.46368 1.54243 0.00
C -3.46625 0.10910 1.69747 -0.01
C -2.65136 -1.02601 1.87233 0.00
C -4.18488 2.50357 1.73636 0.00
H -4.29488 3.14491 0.84704 0.00
H -3.96104 3.15421 2.59746 0.00
H -5.13706 1.99606 1.92051 0.00
C -3.37908 -2.34820 2.03762 0.00
H -3.48922 -2.61755 3.10234 0.00
H -2.85098 -3.17550 1.53928 0.00
H -4.38302 -2.26501 1.60302 0.00
N -1.31737 -1.01927 1.97342 -0.03
C -1.47237 3.23846 1.13949 0.00
C -1.29912 3.88532 -0.11095 0.00
C -1.61293 3.18575 -1.39534 0.00
C -0.83202 5.19294 -0.12433 0.00
H -0.71111 5.68312 -1.09516 0.00
C -0.53229 5.86459 1.06081 0.00
H -0.19178 6.89876 1.02810 0.00
C -0.68252 5.21436 2.28648 0.00
H -0.45774 5.73958 3.21977 0.00
C -1.12174 3.89518 2.34310 0.00
C -1.21372 3.17602 3.65615 0.00
C -0.61826 -1.94827 2.81129 0.00
C 0.14750 -3.00263 2.25122 0.00
C 0.15627 -3.25060 0.77941 0.00
C 0.86018 -3.85394 3.09917 0.00
H 1.47306 -4.63409 2.65486 0.00
C 0.79470 -3.70240 4.48724 0.00
H 1.33462 -4.38851 5.14159 0.00
C 0.01776 -2.67447 5.03649 0.00
H -0.05157 -2.55205 6.11325 0.00
C -0.65674 -1.76524 4.21652 0.00
C -1.37207 -0.58754 4.80984 0.00
Eu 0.24201 0.81124 1.23080 6.12
H -0.71271 2.81289 -1.90202 0.00
H -2.07189 3.89936 -2.08997 0.00
H -2.29737 2.34231 -1.27144 0.00
H -2.18843 2.69995 3.83668 0.00
H -1.04714 3.92294 4.44132 0.00
H -0.45096 2.39651 3.78500 0.00
H 1.17992 -3.40853 0.42476 0.00
H -0.28280 -2.42466 0.21864 0.00
H -0.41864 -4.15341 0.53692 0.00
H -0.90784 0.36281 4.51129 0.00
H -1.30971 -0.65934 5.90143 0.00
H -2.43244 -0.55760 4.52313 0.00
H -4.53699 -0.06789 1.72926 0.00
C -0.32808 -1.11216 -2.36514 0.00
Si -2.07557 -1.40603 -2.85342 0.00
H 0.07462 -0.08604 -2.42081 0.00
H 0.01239 -1.50814 -1.41620 0.00
C -2.13546 -0.64210 -4.56368 0.00
C -3.34629 -0.72012 -1.69714 0.00
C -2.15985 -3.28792 -2.93495 0.00
H -1.18764 -3.79161 -3.05755 0.00
H -2.78346 -3.57217 -3.79128 0.00
H -2.60950 -3.68594 -2.01675 0.00
H -2.10603 0.45483 -4.49283 0.00
H -3.07676 -0.95307 -5.03314 0.00
H -1.30226 -0.94505 -5.21706 0.00
H -3.07156 0.28921 -1.36900 0.00
H -3.43415 -1.37351 -0.81828 0.00
H -4.28273 -0.70648 -2.27335 0.00
N 2.33601 1.15333 3.95997 0.00
C 1.33920 1.00142 3.36243 -0.02
```

=====

ORCA calculation (ωB97M-V with the def2-TZVPD basis set) on a structure of composition C3H5FN2S at a distorted geometry.

The LUMO energy is -0.266 eV. The gap between HOMO and LUMO is 8.55 eV. The total charge is 0. The value obtained for the energy relative to the best compared isomer or geometry (same formula, charge and spin) is 100.54 kcal/mol. For the total energy, the calculation gives -724.70640 Eh.

Geometry as XYZ:
```
12
Properties=species:S:1:pos:R:3:nbo_charge:R:1
C 0.10881 -1.09230 -0.62758 -0.24
C 0.61102 0.44600 -1.21323 0.17
C -0.01942 1.10079 0.05250 0.05
H -1.48112 0.28549 2.13794 0.39
H 0.29353 -0.53856 2.44669 0.35
H 1.01064 -1.68572 -0.49860 0.19
H -0.77739 -1.53863 -0.97234 0.22
H 1.79745 0.42882 -1.44896 0.19
N -0.66146 -0.61695 1.74309 -0.66
N -0.37986 -0.25606 0.41070 -0.26
F 0.06151 0.80122 -2.41013 -0.34
S -0.56372 2.66590 0.37993 -0.06
```

=====

ORCA calculation (ωB97M-V with the def2-TZVPD basis set) on a cluster of 3 separate species, C22H47N3O8P4S in total at a distorted geometry.

The LUMO energy is -0.475 eV. The gap between HOMO and LUMO is 8.45 eV. The total charge is 0. For the total energy, the calculation gives -3396.21170 Eh.

Geometry as XYZ:
```
85
Properties=species:S:1:pos:R:3:lowdin_charge:R:1
H 3.17562 -1.40936 1.12856 0.07
N 2.81769 -0.97379 1.98233 0.10
C 3.67020 -0.17143 2.45124 -0.25
C 3.30843 0.57854 3.73817 -0.17
C 2.96031 2.11879 3.51260 -0.57
C 2.89646 2.43365 2.01593 -0.28
N 2.84866 2.57394 0.90295 0.22
C 1.57522 2.35007 4.21006 -0.43
C 1.23799 3.77963 4.50728 -0.32
N 0.97999 4.83820 4.78321 0.19
P 0.22961 1.58250 3.10149 0.43
S -0.72716 3.03527 2.20638 0.18
P 4.39676 3.08925 4.25516 1.03
C 5.90486 2.41734 3.33964 -0.39
C 6.67113 1.32702 4.18620 -0.17
C 4.31595 4.90162 3.83867 -0.40
C 5.06417 5.33571 2.52218 -0.16
H 4.65187 -0.06086 1.95256 0.12
H 2.39589 0.08182 4.13424 0.10
H 4.06261 0.49525 4.54524 0.09
H 1.61676 1.80839 5.17857 0.12
H 0.79024 0.71372 2.12512 -0.01
H -0.64272 0.77811 3.88796 -0.01
H 6.64205 3.20709 3.11490 0.07
H 5.61709 1.93780 2.38142 0.06
H 6.80029 1.65782 5.23215 0.06
H 7.69552 1.28024 3.75460 0.07
H 6.21858 0.32487 4.09065 0.05
H 3.29910 5.32740 3.79250 0.05
H 4.82619 5.42832 4.67524 0.07
H 6.13273 5.56916 2.69570 0.07
H 5.01796 4.52570 1.76983 0.05
H 4.57725 6.22809 2.07855 0.07
C -1.98940 -0.36919 -2.93881 -0.08
C -1.86577 0.07410 -4.38599 -0.29
O -1.60831 1.46800 -4.49824 -0.21
P -0.05503 2.05656 -4.53721 0.64
O 0.60090 1.02389 -5.41359 -0.25
O -0.23108 3.26518 -5.63282 -0.22
C 0.47435 3.25416 -6.86938 -0.30
C -0.35353 2.59417 -7.95468 -0.08
O -0.40619 3.20765 -3.39363 -0.19
C -0.88719 2.86942 -2.10043 -0.28
C 0.17312 2.21795 -1.23961 -0.11
H -1.06697 -0.16848 -2.38843 0.06
H -2.19811 -1.43984 -2.87991 0.07
H -2.79922 0.16228 -2.43578 0.08
H -1.10676 -0.52385 -4.89311 0.10
H -2.81143 -0.11375 -4.90015 0.12
H 1.44851 2.77697 -6.75990 0.10
H 0.66169 4.29550 -7.14173 0.11
H -0.70210 1.60585 -7.65238 0.07
H 0.22549 2.49359 -8.87498 0.08
H -1.24406 3.18922 -8.16759 0.08
H -1.78753 2.25793 -2.17018 0.10
H -1.19934 3.80581 -1.63207 0.13
H 0.59736 1.33567 -1.73152 0.07
H -0.25049 1.92173 -0.27947 0.01
H 0.99414 2.91094 -1.05511 0.06
C -6.39801 -6.00607 1.04669 -0.08
C -5.27996 -5.22472 1.71183 -0.29
O -4.06246 -5.30616 0.98027 -0.21
P -3.68653 -4.19373 -0.19350 0.64
O -4.16553 -2.93117 0.46897 -0.24
O -2.07432 -4.03699 0.06315 -0.21
C -1.50492 -2.79253 0.45506 -0.29
C -1.42259 -2.69002 1.96580 -0.07
O -3.27192 -5.39273 -1.26937 -0.19
C -4.18318 -6.40182 -1.67565 -0.29
C -5.27781 -5.86671 -2.57613 -0.08
H -6.60033 -5.62189 0.04399 0.06
H -7.31700 -5.93804 1.63174 0.08
H -6.13359 -7.06085 0.95207 0.08
H -5.59321 -4.19176 1.87065 0.10
H -5.08328 -5.65032 2.69852 0.12
H -2.05746 -1.95673 0.02448 0.10
H -0.49664 -2.75361 0.03572 0.12
H -2.38435 -2.88640 2.44161 0.07
H -1.08183 -1.69639 2.26625 0.06
H -0.72383 -3.43052 2.36043 0.08
H -4.58789 -6.92927 -0.81118 0.10
H -3.59803 -7.14046 -2.22854 0.13
H -5.81419 -5.03996 -2.10168 0.07
H -5.98934 -6.65683 -2.81978 0.08
H -4.85219 -5.48562 -3.50595 0.08
```